[1]
The ion C24H33F3NO8S with charge +1 in a non-equilibrium geometry. Source: the Open Molecules 2025 dataset; level of theory: ωB97M-V with the def2-TZVPD basis set.

Computed properties:
LUMO level: -4.66 eV
Molar mass: 552.59 u
Highest occupied orbital energy: -12.0343 eV

```
! RIJCOSX wB97M-V def2-TZVPD def2/J DEFGRID3
* xyz 1 1
C 0.9763 3.8211 3.9111
C 0.0527 4.5421 2.9543
O 0.8023 5.0512 1.8528
C 0.2015 4.8914 0.5967
C 0.5648 3.4976 0.1077
O -0.1070 3.2717 -1.1695
N -0.0372 1.9655 -1.5195
C -0.8902 1.1214 -1.1015
C -0.5676 -0.2692 -1.5592
C -1.7505 -1.1103 -2.0695
C -2.7344 -1.7262 -1.0658
C -3.3141 -0.7722 -0.0183
C -3.9774 -1.5409 1.1299
C -4.7284 -0.5838 2.0509
O -4.7514 -1.0491 3.4046
C -3.7852 -0.4968 4.2123
C -2.7028 -1.4500 4.6211
O -3.8291 0.6538 4.5481
S 0.4276 -0.8407 -0.1203
O 1.8034 -0.5555 -0.3990
O -0.1764 -0.2387 1.0407
C 0.3191 -2.7125 0.1107
F -0.5916 -2.9773 1.0274
F 1.5030 -3.0919 0.5303
F 0.0184 -3.3274 -1.0296
C 0.4017 0.0547 -2.7480
C 1.3090 -1.0831 -3.2728
C 2.8073 -0.8182 -3.1506
O 3.2404 0.2000 -3.6442
C 3.6978 -1.7893 -2.4665
C 4.9870 -1.3652 -2.1485
C 5.8601 -2.2139 -1.5023
C 5.4655 -3.5010 -1.1677
C 4.1938 -3.9405 -1.5052
C 3.3164 -3.0892 -2.1479
C 1.0352 1.4309 -2.4453
O 1.1773 2.2672 -3.5230
H 1.3779 2.9130 3.4618
H 1.8151 4.4672 4.1683
H 0.4528 3.5722 4.8326
H -0.7184 3.8463 2.6027
H -0.4644 5.3603 3.4597
H -0.8841 5.0129 0.6470
H 0.6236 5.6338 -0.0782
H 1.6444 3.4167 -0.0246
H 0.2558 2.7461 0.8380
H -1.6948 1.4214 -0.4462
H -1.3580 -1.8809 -2.7308
H -2.3256 -0.4270 -2.7019
H -2.3198 -2.5958 -0.5636
H -3.5722 -2.1020 -1.6555
H -4.0707 -0.1373 -0.4896
H -2.5447 -0.1676 0.4545
H -3.1778 -1.9913 1.7212
H -4.6221 -2.3368 0.7597
H -4.2560 0.4020 2.0371
H -5.7611 -0.4682 1.7287
H -2.1232 -1.0149 5.4298
H -2.0365 -1.6278 3.7736
H -3.1123 -2.4128 4.9193
H -0.2873 0.2987 -3.5631
H 1.0344 -2.0238 -2.8004
H 1.1000 -1.1999 -4.3350
H 5.2945 -0.3608 -2.3994
H 6.8587 -1.8799 -1.2600
H 6.1402 -4.1676 -0.6490
H 3.8756 -4.9442 -1.2598
H 2.3397 -3.4803 -2.4016
H 1.9807 1.3853 -1.9148
H 0.3180 2.5175 -3.8851
*
```

=====

[2]
A cluster of 5 separate species, C2H14NO4S in total in a non-equilibrium geometry. Source: the Open Molecules 2025 dataset; level of theory: ωB97M-V with the def2-TZVPD basis set.

Computed properties:
LUMO level: 3.56 eV
Molar mass: 148.20 u
Highest occupied orbital energy: -3.4178 eV

```
! RIJCOSX wB97M-V def2-TZVPD def2/J DEFGRID3
* xyz -1 1
C 0.6243 -1.3147 0.8909
C 1.4093 -0.0765 1.2088
S 2.6722 0.5083 0.1251
N -0.6513 -1.0427 0.2541
H 0.4464 -1.8515 1.8463
H 1.1314 -2.0077 0.1496
H 1.8433 -0.1484 2.2026
H 0.6695 0.7607 1.2945
H -0.9013 -1.7445 -0.3810
H -0.6849 -0.1271 -0.1532
H 0.7138 2.8532 0.4094
H 1.7312 2.6226 -0.5209
O 0.7685 2.8605 -0.5262
H 1.4140 0.6765 -2.0460
H -0.0734 1.2186 -2.0104
O 0.4730 0.5331 -2.4072
H -1.3051 -0.6660 -2.5991
H -2.2270 -1.7473 -2.0539
O -2.2198 -0.9788 -2.6199
H -1.4759 0.3476 2.6876
H -2.0369 -0.6485 1.7693
O -2.3214 -0.0272 2.4798
*
```

=====

[3]
An isolated molecule of C3H7N5 in a non-equilibrium geometry. Source: the Open Molecules 2025 dataset; level of theory: ωB97M-V with the def2-TZVPD basis set.

Computed properties:
LUMO level: 1.06 eV
Molar mass: 113.12 u
Highest occupied orbital energy: -7.9152 eV

```
! RIJCOSX wB97M-V def2-TZVPD def2/J DEFGRID3
* xyz 0 1
C -2.5763 -0.0177 0.0268
N -1.1806 0.0047 -0.0836
N -0.4875 1.1271 0.0057
C 0.7640 0.7177 0.0101
N 1.8745 1.5371 -0.0759
C 0.7658 -0.7079 0.0143
N 1.8915 -1.5324 0.0693
N -0.4748 -1.1350 -0.0240
H -2.9555 0.8968 -0.4644
H -2.9600 0.0459 1.0356
H -2.9711 -0.9099 -0.4727
H 1.6242 2.5280 -0.0991
H 2.5568 1.3387 0.6393
H 1.5972 -2.4948 0.1210
H 2.5319 -1.3984 -0.7024
*
```